w | Formula: C17H56O11
Source: OMol25
Level of theory: wB97M-V/def2-TZVPD

```
84
Properties=species:S:1:pos:R:3:lowdin_charge:R:1
C 2.310 -6.488 0.004 -0.074
C 3.622 -6.260 0.704 -0.513
C 4.762 -6.800 -0.144 -0.067
O 3.871 -4.888 0.878 -0.050
H 2.122 -7.541 -0.205 0.078
H 2.182 -6.010 -0.967 0.080
H 1.491 -6.167 0.648 0.077
H 3.625 -6.707 1.698 0.141
H 5.645 -6.309 0.265 0.084
H 4.641 -6.638 -1.215 0.081
H 4.865 -7.880 -0.041 0.079
H 4.251 -4.543 0.068 0.085
C 4.671 -1.168 -3.844 -0.053
C 6.167 -0.913 -3.578 -0.505
C 6.570 0.526 -3.896 -0.069
O 6.550 -1.285 -2.265 -0.038
H 4.387 -0.684 -4.778 0.073
H 4.118 -0.736 -3.009 0.080
H 4.428 -2.222 -3.979 0.072
H 6.683 -1.511 -4.329 0.123
H 5.972 1.220 -3.306 0.084
H 6.398 0.750 -4.949 0.079
H 7.617 0.753 -3.694 0.077
H 7.232 -0.657 -2.012 0.078
C 4.975 1.766 4.841 -0.060
C 3.491 1.543 5.172 -0.441
C 3.210 1.511 6.685 -0.083
O 2.657 2.617 4.624 -0.060
H 5.367 2.606 5.416 0.074
H 5.281 1.908 3.804 0.077
H 5.583 1.038 5.377 0.074
H 3.227 0.530 4.867 0.124
H 2.249 1.057 6.926 0.064
H 2.922 2.477 7.098 0.077
H 3.777 0.942 7.422 0.076
H 1.750 2.383 4.836 0.075
C -5.831 5.162 0.017 -0.076
C -6.460 3.909 0.625 -0.497
C -7.716 4.279 1.455 -0.044
O -6.836 3.170 -0.464 -0.060
H -4.824 4.900 -0.306 0.078
H -5.540 5.938 0.723 0.068
H -6.410 5.824 -0.627 0.089
H -5.707 3.313 1.140 0.133
H -8.613 4.474 0.868 0.080
H -7.473 5.092 2.140 0.074
H -8.134 3.503 2.096 0.065
H -6.310 3.192 -1.267 0.094
C -7.408 -1.364 1.828 -0.176
O -8.538 -0.738 1.260 -0.117
H -7.074 -2.054 1.053 0.074
H -6.633 -0.716 2.237 0.075
H -7.651 -2.010 2.672 0.072
H -8.229 0.049 0.805 0.069
C -0.250 -0.868 -0.061 -0.149
O -1.525 -0.550 0.523 -0.133
H 0.276 0.081 -0.168 0.076
H 0.309 -1.478 0.648 0.072
H -0.314 -1.420 -0.999 0.073
H -2.124 -1.233 0.213 0.063
C 2.950 6.116 -0.041 -0.148
O 3.738 5.837 1.138 -0.137
H 2.497 5.207 -0.437 0.071
H 2.096 6.741 0.219 0.069
H 3.680 6.659 -0.641 0.081
H 3.128 5.452 1.772 0.064
C -2.746 2.718 -4.272 -0.169
O -4.029 3.325 -4.421 -0.117
H -1.939 3.346 -4.649 0.071
H -2.418 2.602 -3.239 0.075
H -2.679 1.748 -4.766 0.072
H -4.115 3.499 -5.361 0.070
C -2.305 -3.088 -4.956 -0.192
O -1.861 -4.290 -4.460 -0.129
H -1.481 -2.377 -4.893 0.080
H -2.678 -3.278 -5.962 0.079
H -3.160 -2.843 -4.326 0.083
H -1.161 -4.660 -5.003 0.079
O -2.000 1.517 4.526 -0.054
H -2.031 1.136 3.648 0.024
H -2.559 0.948 5.054 0.028
O -3.532 -4.657 0.038 -0.054
H -3.229 -4.822 -0.855 0.024
H -3.826 -5.511 0.354 0.030
```

Computed properties:
- SMILES = CC(C)O.CC(C)O.CC(C)O.CC(C)O.CO.CO.CO.CO.CO.O.O
- E_LUMO (eV) = 0.091
- frontier orbital gap (hartree) = 0.371

x | Formula: C17H56O11
Source: OMol25
Level of theory: wB97M-V/def2-TZVPD

```
84
Properties=species:S:1:pos:R:3:lowdin_charge:R:1
C 1.355 -2.294 2.286 -0.055
C 2.552 -1.703 3.127 -0.281
O 2.872 -2.511 4.272 -0.072
H 1.333 -1.762 1.314 0.055
H 0.466 -2.097 2.862 0.048
H 1.408 -3.383 2.123 0.080
H 2.320 -0.657 3.386 0.088
H 3.394 -1.532 2.469 0.074
H 3.714 -2.210 4.588 0.063
C 3.114 1.884 2.050 -0.052
C 1.631 1.698 2.392 -0.345
O 1.394 1.694 3.756 -0.054
H 3.165 2.000 0.988 0.061
H 3.719 1.011 2.362 0.063
H 3.507 2.759 2.520 0.065
H 1.313 0.789 1.946 0.082
H 1.166 2.562 2.043 0.077
H 0.477 1.503 3.837 0.011
C 1.226 -4.963 -2.787 -0.079
C 0.074 -3.941 -2.620 -0.263
O 0.538 -2.992 -1.651 -0.158
H 1.889 -5.140 -1.958 0.076
H 1.984 -4.747 -3.563 0.062
H 0.836 -5.911 -3.124 0.062
H -0.753 -4.452 -2.072 0.113
H -0.355 -3.409 -3.516 0.127
H -0.169 -2.261 -1.569 0.078
C -3.453 2.891 -0.733 -0.069
C -4.765 3.315 -1.459 -0.239
O -4.780 2.463 -2.608 -0.092
H -3.511 1.921 -0.332 0.042
H -3.297 3.427 0.213 0.060
H -2.568 3.043 -1.439 0.113
H -4.642 4.392 -1.651 0.119
H -5.583 3.129 -0.820 0.095
H -5.535 2.545 -3.195 0.106
C -1.826 -1.914 0.537 -0.083
C -2.743 -1.315 -0.489 -0.286
O -2.021 -1.409 -1.702 -0.112
H -1.857 -3.012 0.414 0.097
H -2.301 -1.774 1.495 0.061
H -0.819 -1.550 0.560 0.036
H -2.928 -0.244 -0.329 0.099
H -3.721 -1.827 -0.477 0.120
H -2.122 -0.513 -2.092 0.033
C 0.918 0.409 -1.130 -0.051
C -0.018 1.584 -1.120 -0.319
O -0.332 1.922 0.190 -0.074
H 1.102 0.127 -2.154 0.076
H 0.534 -0.479 -0.561 0.065
H 1.886 0.612 -0.706 0.059
H -0.876 1.333 -1.584 0.033
H 0.407 2.400 -1.726 0.129
H -0.958 2.665 0.210 0.057
C -2.908 0.151 -4.260 -0.104
O -2.696 0.837 -3.009 -0.167
H -2.144 -0.668 -4.376 0.093
H -2.753 0.777 -5.147 0.084
H -3.860 -0.354 -4.158 0.085
H -3.512 1.322 -2.888 0.018
C -1.215 4.376 3.295 -0.142
O -1.825 3.807 2.141 -0.159
H -1.716 5.330 3.501 0.073
H -0.129 4.594 3.183 0.101
H -1.433 3.735 4.189 0.079
H -2.758 3.621 2.433 0.098
C 5.183 -0.364 0.300 -0.174
O 3.894 -0.874 0.375 -0.157
H 5.526 0.119 1.215 0.073
H 5.171 0.433 -0.497 0.100
H 5.825 -1.147 0.114 0.049
H 3.691 -1.356 -0.455 0.055
C -1.720 0.510 3.022 -0.145
O -1.316 1.210 4.167 -0.106
H -2.076 1.193 2.203 0.088
H -2.528 -0.087 3.244 0.049
H -0.918 -0.134 2.661 0.073
H -2.082 1.739 4.381 0.073
C 3.551 -1.979 -3.284 -0.158
O 3.093 -2.236 -2.011 -0.107
H 3.097 -1.069 -3.798 0.105
H 3.270 -2.873 -3.820 0.054
H 4.630 -2.108 -3.443 0.087
H 2.258 -2.591 -2.043 -0.020
```

Computed properties:
- SMILES = CCO.CCO.CCO.CCO.CCO.CCO.CO.CO.CO.CO.CO
- E_LUMO (eV) = 0.069
- frontier orbital gap (hartree) = 0.329

Most stable structure: w

w | Formula: C22H19CaCl2N2O7S4
Source: OMol25
Level of theory: wB97M-V/def2-TZVPD

```
57
Properties=species:S:1:pos:R:3:lowdin_charge:R:1
Ca -0.644 -0.153 1.388 1.296
S -2.452 -4.684 2.809 0.414
C -1.413 -3.532 2.214 -1.708
S -0.402 -2.487 3.101 0.501
S -1.403 -3.551 0.468 0.831
Cl -5.712 1.456 -3.768 0.608
C -4.469 1.496 -2.539 -0.679
C -3.357 2.328 -2.728 -0.138
C -2.376 2.376 -1.778 -0.565
Cl -1.005 3.415 -2.025 0.698
C -2.403 1.593 -0.570 -0.421
O -1.471 1.669 0.277 -0.192
C -3.566 0.764 -0.429 -0.127
C -3.794 -0.064 0.731 -0.191
O -3.045 -0.255 1.683 -0.088
C -4.572 0.736 -1.410 -0.075
H -3.277 2.931 -3.621 0.100
H -4.785 -0.555 0.742 0.131
H -5.432 0.094 -1.260 0.110
C 0.863 -1.063 6.322 -0.069
O 0.793 -0.085 5.286 -0.021
C -0.381 0.150 4.682 -0.653
O -0.391 0.772 3.630 -0.040
N -1.507 -0.240 5.328 -0.003
N -2.733 -0.302 4.642 0.057
H 1.920 -1.189 6.536 0.094
H 0.449 -2.013 5.978 0.074
H 0.356 -0.717 7.227 0.092
H -1.438 -0.923 6.060 0.115
H -2.644 -0.978 3.883 0.035
H -2.891 0.602 4.213 0.078
O 1.337 0.450 0.221 -0.586
S 1.046 0.500 -1.260 1.021
C 2.255 1.671 -1.885 -0.387
C 2.298 1.929 -3.249 -0.087
C 3.188 2.872 -3.732 -0.084
C 4.020 3.559 -2.854 -0.095
C 3.956 3.304 -1.493 -0.079
C 3.065 2.357 -1.000 -0.068
C 1.786 -0.967 -1.977 -0.357
C 3.137 -1.246 -1.816 -0.061
C 3.658 -2.404 -2.364 -0.080
C 2.828 -3.269 -3.074 -0.086
C 1.481 -2.985 -3.220 -0.067
C 0.946 -1.831 -2.660 -0.079
H 1.640 1.393 -3.924 0.117
H 3.232 3.077 -4.794 0.101
H 4.713 4.299 -3.234 0.097
H 4.596 3.846 -0.809 0.101
H 2.982 2.143 0.058 0.109
H 3.768 -0.563 -1.261 0.116
H 4.707 -2.638 -2.241 0.099
H 3.238 -4.176 -3.500 0.098
H 0.834 -3.674 -3.748 0.105
H -0.115 -1.618 -2.686 0.105
O -0.348 -2.399 -0.026 -0.691
O -1.063 -1.220 -0.542 -0.524
```

Computed properties:
- E_LUMO (eV) = 2.406
- charge = -1
- frontier orbital gap (hartree) = 0.265

x | Formula: C22H19CaCl2N2O7S4
Source: OMol25
Level of theory: wB97M-V/def2-TZVPD

```
57
Properties=species:S:1:pos:R:3:lowdin_charge:R:1
Ca 0.887 1.061 -0.340 1.256
S 2.337 2.496 4.287 0.402
C 2.217 2.236 2.635 -1.730
S 1.460 3.205 1.491 0.468
S 3.135 0.787 2.283 0.830
Cl -0.176 7.077 -4.978 0.612
C -0.256 5.632 -4.002 -0.684
C -1.514 5.112 -3.650 -0.137
C -1.595 3.988 -2.883 -0.579
Cl -3.150 3.356 -2.453 0.683
C -0.437 3.282 -2.378 -0.403
O -0.567 2.279 -1.635 -0.178
C 0.822 3.833 -2.807 -0.122
C 2.084 3.200 -2.537 -0.202
O 2.310 2.127 -1.984 -0.096
C 0.879 5.004 -3.592 -0.087
H -2.419 5.603 -3.983 0.100
H 2.947 3.772 -2.923 0.126
H 1.848 5.397 -3.878 0.108
C 0.378 -2.758 -4.766 -0.076
O -0.142 -2.025 -3.667 -0.009
C 0.693 -1.355 -2.842 -0.547
O 0.214 -0.697 -1.943 0.011
N 2.018 -1.485 -3.077 0.011
N 3.010 -0.917 -2.258 0.062
H -0.485 -3.145 -5.299 0.092
H 0.992 -3.599 -4.434 0.092
H 0.953 -2.116 -5.437 0.096
H 2.363 -2.165 -3.729 0.111
H 3.055 0.083 -2.441 0.057
H 2.761 -1.025 -1.258 0.040
O -0.522 0.291 1.449 -0.592
S -0.498 -1.205 1.403 1.020
C 0.210 -1.716 2.969 -0.360
C 0.506 -3.058 3.163 -0.083
C 1.087 -3.453 4.359 -0.089
C 1.379 -2.503 5.331 -0.085
C 1.092 -1.163 5.111 -0.067
C 0.500 -0.761 3.922 -0.087
C -2.191 -1.682 1.781 -0.353
C -3.010 -0.818 2.489 -0.055
C -4.315 -1.199 2.762 -0.073
C -4.789 -2.432 2.326 -0.092
C -3.964 -3.284 1.605 -0.088
C -2.658 -2.904 1.323 -0.086
H 0.300 -3.782 2.382 0.107
H 1.328 -4.496 4.523 0.097
H 1.849 -2.810 6.258 0.098
H 1.354 -0.409 5.843 0.100
H 0.303 0.287 3.726 0.091
H -2.618 0.143 2.801 0.118
H -4.966 -0.532 3.312 0.103
H -5.811 -2.722 2.538 0.098
H -4.338 -4.236 1.251 0.099
H -2.007 -3.547 0.741 0.107
O 3.010 0.460 0.672 -0.719
O 2.147 -0.715 0.438 -0.520
```

Computed properties:
- E_LUMO (eV) = 2.153
- charge = -1
- frontier orbital gap (hartree) = 0.251

Most stable structure: w

w | Formula: C11H17N4
Source: OMol25
Level of theory: wB97M-V/def2-TZVPD

```
32
Properties=species:S:1:pos:R:3:lowdin_charge:R:1
C -0.805 -3.371 1.460 0.240
C -0.856 -2.302 0.843 -0.026
C -3.471 -1.614 -0.387 -0.199
C 2.966 -2.002 -0.681 -0.267
C -4.664 -1.152 -0.687 0.082
C 1.034 2.469 0.123 -0.258
C 0.815 1.787 -1.135 -0.180
C 1.336 1.490 1.191 -0.142
C -0.465 0.955 -0.983 -0.127
C -0.040 0.758 1.364 -0.091
C -1.296 -1.121 0.265 -0.300
N -2.361 -0.771 -0.293 0.144
N 2.051 -1.283 -0.612 0.194
N 3.931 -2.864 -0.661 0.170
N -0.277 -0.021 0.097 -0.087
H -0.685 -4.241 1.914 0.005
H -3.356 -2.616 0.041 0.110
H -4.554 -0.170 -1.154 0.082
H -5.498 -1.775 -0.727 0.055
H 1.988 3.035 -0.031 0.144
H 0.246 3.157 0.344 0.124
H 0.690 2.499 -1.906 0.120
H 1.694 1.228 -1.361 0.101
H 2.141 0.741 0.871 0.130
H 1.346 1.967 2.175 0.127
H -1.255 1.639 -0.701 0.131
H -0.826 0.546 -1.844 0.100
H -0.234 0.079 2.163 0.118
H -0.803 1.551 1.349 0.137
H 3.840 -3.737 -1.150 0.135
H 4.780 -2.371 -0.702 0.112
H 0.784 -0.438 -0.220 0.113
```

Computed properties:
- E_LUMO (eV) = -3.471
- charge = +1
- frontier orbital gap (hartree) = 0.331

x | Formula: C11H17N4
Source: OMol25
Level of theory: wB97M-V/def2-TZVPD

```
32
Properties=species:S:1:pos:R:3:lowdin_charge:R:1
H -1.486 -3.713 1.988 0.076
N -1.184 -2.773 1.871 0.134
C -1.848 -1.738 1.943 -0.203
C -1.253 -0.380 1.699 -0.137
N 0.179 -0.451 1.860 -0.119
C 0.868 0.176 2.976 0.000
C 0.883 -1.184 1.051 -0.008
C 0.614 -1.669 -0.275 -0.136
C -0.719 -1.704 -1.072 -0.029
C 0.203 -0.635 -1.410 -0.123
C 0.050 0.835 -1.248 -0.256
N -0.743 1.453 -0.347 0.087
C -0.571 2.770 -0.557 -0.100
C 0.326 2.966 -1.579 -0.040
N 0.734 1.735 -2.021 -0.117
C 1.330 1.581 -3.328 -0.017
H -2.974 -1.880 2.216 0.160
H -1.836 0.196 2.344 0.120
H -1.414 0.062 0.753 0.061
H 0.342 1.276 3.053 0.162
H 0.543 -0.485 3.842 0.122
H 1.965 0.269 2.967 0.100
H 1.984 -1.442 1.215 0.183
H 1.465 -2.207 -0.593 0.125
H -1.747 -1.495 -0.697 0.139
H -0.613 -2.561 -1.632 0.092
H 0.870 -0.787 -2.378 0.175
H -1.106 3.388 0.047 0.079
H 0.731 3.817 -1.980 0.095
H 1.740 2.614 -3.651 0.128
H 2.216 0.893 -3.144 0.105
H 0.448 1.073 -3.914 0.144
```

Computed properties:
- SMILES = [H]/N=C/C/[N+](C)=C\[C@H]1C[C@H]1c1nccn1C
- E_LUMO (eV) = -3.420
- charge = +1
- frontier orbital gap (hartree) = 0.304

Most stable structure: x

w | Formula: CH2O4S
Source: OMol25
Level of theory: wB97M-V/def2-TZVPD

```
8
Properties=species:S:1:pos:R:3:lowdin_charge:R:1
C -0.484 0.622 0.189 -0.170
O -1.538 0.201 -3.662 -0.403
O -0.371 -1.409 -2.353 -0.428
O -1.390 0.639 -0.507 0.025
O 0.576 -0.638 0.158 -0.090
S -1.626 -0.758 -2.595 0.908
H -0.220 1.375 1.006 0.164
H 0.635 -1.109 -0.665 -0.006
```

Computed properties:
- E_LUMO (eV) = -0.812
- frontier orbital gap (hartree) = 0.391

x | Formula: CH2O4S
Source: OMol25
Level of theory: wB97M-V/def2-TZVPD

```
8
Properties=species:S:1:pos:R:3:lowdin_charge:R:1
C -1.393 0.425 -0.779 -0.432
O 0.594 -1.036 1.638 -0.254
O 2.252 0.306 -0.593 -0.405
O -0.120 0.239 -1.038 -0.258
O -1.843 1.027 0.152 0.081
S 1.050 0.746 0.017 1.107
H -2.019 -0.364 -1.325 0.173
H 1.478 -1.342 1.929 -0.012
```

Computed properties:
- E_LUMO (alpha / beta) (eV) = -1.714 / -1.837
- frontier orbital gap (alpha / beta) (hartree) = 0.354 / 0.292

Most stable structure: w

w | Formula: C4H8N2
Source: OMol25
Level of theory: wB97M-V/def2-TZVPD

```
14
Properties=species:S:1:pos:R:3:lowdin_spin:R:1
C -1.607 -1.055 1.820 0.468
C -0.145 0.411 0.426 0.436
C -1.396 -2.417 1.871 0.661
C 1.387 0.952 -1.692 0.032
N -0.817 -0.254 1.115 0.210
N 0.757 1.141 -0.262 0.092
H -2.487 -0.641 2.395 0.007
H -0.656 -2.832 1.057 0.017
H -2.012 -3.114 2.235 0.037
H 2.398 1.256 -1.887 0.000
H 1.403 -0.057 -1.788 0.001
H 1.003 1.514 -2.546 0.002
H 0.408 2.053 -0.085 0.001
H 1.709 1.190 0.260 0.038
```

Computed properties:
- E_LUMO (alpha / beta) (eV) = -9.382 / -12.779
- charge = +2
- ⟨S²⟩ = 2.01
- multiplicity = 3
- frontier orbital gap (alpha / beta) (hartree) = 0.268 / 0.350

x | Formula: C4H8N2
Source: OMol25
Level of theory: wB97M-V/def2-TZVPD

```
14
Properties=species:S:1:pos:R:3:lowdin_spin:R:1
C -0.664 -0.147 -0.079 0.139
C 1.442 -1.393 -0.231 0.653
C -0.527 1.327 -0.341 0.047
C 0.858 1.069 0.364 0.121
N 0.706 -0.388 0.097 0.476
N -1.731 -0.879 0.115 0.348
H 2.382 -1.514 0.173 0.044
H 1.015 -2.287 -0.593 0.036
H -0.330 1.849 -1.327 0.018
H -1.325 1.913 0.067 0.004
H 1.754 1.472 -0.006 0.020
H 0.853 1.202 1.497 0.073
H -2.570 -0.496 -0.277 0.008
H -1.863 -1.727 0.543 0.011
```

Computed properties:
- E_LUMO (alpha / beta) (eV) = -10.059 / -15.943
- charge = +2
- ⟨S²⟩ = 2.01
- multiplicity = 3
- frontier orbital gap (alpha / beta) (hartree) = 0.301 / 0.251

Most stable structure: x

w | Formula: C4H9NOS
Source: OMol25
Level of theory: wB97M-V/def2-TZVPD

```
16
Properties=species:S:1:pos:R:3:lowdin_charge:R:1
O -1.166 1.904 -2.567 -0.380
C -0.661 0.675 -2.477 -0.588
N 0.354 0.498 -1.328 -0.095
C -0.249 -0.094 -0.146 -0.322
C 0.796 -0.385 0.948 -0.321
C 0.239 -0.567 2.359 -0.797
S 1.164 -1.742 3.437 -0.056
H -1.442 -0.094 -2.268 0.064
H -0.050 0.363 -3.358 0.052
H 0.465 1.483 -1.089 0.068
H -0.693 -1.044 -0.437 0.093
H -1.047 0.550 0.248 0.105
H 1.596 0.357 0.840 0.087
H 1.300 -1.317 0.682 0.063
H -0.763 -0.958 2.261 0.014
H 0.156 0.371 2.894 0.014
```

Computed properties:
- SMILES = [O-]CNCCC[S-]
- E_LUMO (eV) = 6.012
- charge = -2
- frontier orbital gap (hartree) = 0.216

x | Formula: C4H9NOS
Source: OMol25
Level of theory: wB97M-V/def2-TZVPD

```
16
Properties=species:S:1:pos:R:3:lowdin_charge:R:1
C -0.256 1.755 -0.803 -0.164
N -0.238 0.341 -1.223 -0.098
C 0.110 -0.576 -0.118 -0.249
C -0.879 -0.795 1.026 -0.130
S -2.973 -2.977 2.383 -1.046
C 1.505 -0.803 -0.187 -0.096
O 2.269 0.877 -0.892 -0.567
H 0.554 1.845 -0.096 0.044
H -0.136 2.406 -1.634 0.057
H -1.187 1.860 -0.218 0.064
H 0.600 0.385 -1.810 0.044
H -0.502 -0.271 1.884 0.075
H -1.747 -0.156 0.892 0.056
H -1.265 -1.768 1.358 -0.127
H 2.235 -0.786 0.581 0.040
H 1.911 -1.336 -1.143 0.098
```

Computed properties:
- E_LUMO (eV) = 5.058
- charge = -2
- frontier orbital gap (hartree) = 0.132

Most stable structure: w